[1]
Formula: C16H14BiClF
Source: the Open Molecules 2025 dataset
Level of theory: ωB97M-V/def2-TZVPD

Geometry (Å):
C -2.33 -1.40 -0.97
C -1.77 -1.59 -2.30
C -1.64 -0.32 -2.89
H -1.66 -2.55 -2.81
C -2.11 0.68 -1.98
C -2.58 0.03 -0.82
H -3.10 0.49 0.03
H -2.77 -2.18 -0.35
H -1.24 -0.11 -3.88
H -2.20 1.74 -2.20
Bi -0.05 -1.31 0.14
Cl 0.13 -3.46 1.29
C 2.86 -0.22 -0.82
C 2.55 1.02 -1.46
C 2.04 0.72 -2.76
H 2.65 2.02 -1.02
C 2.09 -0.69 -2.94
C 2.61 -1.28 -1.75
H 2.84 -2.33 -1.59
H 3.33 -0.32 0.16
H 1.69 1.45 -3.49
H 1.83 -1.22 -3.86
F -0.16 2.05 5.55
C -0.24 1.46 4.31
C 0.75 1.76 3.37
C 0.74 1.05 2.15
C -0.26 0.11 1.91
C -1.34 -0.01 2.77
C -1.32 0.64 4.03
H 1.49 2.54 3.58
H 1.51 1.26 1.40
H -2.21 -0.61 2.49
H -2.14 0.54 4.74

Properties
Total charge ... -1
E_HOMO ... -3.51 eV
2S+1 ... 1

---

[2]
Formula: C16H14Cl5GaN6S5
Source: the Open Molecules 2025 dataset
Level of theory: ωB97M-V/def2-TZVPD

Geometry (Å):
Ga -1.17 1.23 0.66
S -1.33 3.20 1.80
S -3.40 3.23 1.81
S -3.81 2.98 -0.17
S -3.13 1.04 -0.50
N 0.40 1.20 5.04
C 1.53 1.98 4.97
C 1.90 1.96 3.66
N 1.03 1.20 2.92
C 0.14 0.77 3.77
C -1.00 -0.05 3.40
N -1.56 -0.07 2.20
C -2.60 -0.97 2.24
C -2.67 -1.50 3.49
N -1.65 -0.91 4.21
H -0.18 1.09 5.85
H 1.94 2.46 5.84
H 2.75 2.45 3.20
H -3.22 -1.14 1.38
H -3.33 -2.23 3.92
H -1.40 -1.13 5.15
C -1.30 -0.03 -3.63
N -0.33 -1.04 -3.25
C 0.67 -1.48 -4.21
C 1.42 -2.57 -3.43
N 0.42 -2.93 -2.43
C -0.52 -1.96 -2.28
S -1.71 -1.97 -1.11
H -0.77 0.85 -3.99
H -1.90 0.24 -2.77
H -1.95 -0.41 -4.42
H 1.32 -0.65 -4.51
H 0.19 -1.88 -5.10
H 2.33 -2.18 -2.97
H 1.68 -3.42 -4.05
H 0.63 -3.50 -1.62
Cl 1.08 -1.44 1.08
C 1.39 -0.25 -0.15
C 0.51 0.81 -0.36
C 0.79 1.65 -1.42
Cl -0.25 3.00 -1.72
C 1.88 1.46 -2.27
Cl 2.15 2.49 -3.63
C 2.76 0.41 -2.02
Cl 4.12 0.15 -3.04
C 2.52 -0.44 -0.94
Cl 3.63 -1.71 -0.60

Properties
E_HOMO ... -7.51 eV
Relative energy (zero: lowest compared OMol25 entry of this formula, charge and spin) ... 0.0722 eV
2S+1 ... 1

---

[3]
Formula: C16H14ClCrF
Source: the Open Molecules 2025 dataset
Level of theory: ωB97M-V/def2-TZVPD

Geometry (Å):
C 1.31 1.94 -2.56
C 1.21 0.52 -2.76
C 1.84 -0.14 -1.64
H 0.77 0.03 -3.64
C 2.36 0.88 -0.78
C 2.07 2.16 -1.36
H 2.42 3.13 -0.99
H 0.98 2.73 -3.24
H 1.95 -1.21 -1.48
H 2.92 0.74 0.13
Cr 0.12 0.99 -0.97
Cl -2.04 0.27 -1.48
C -2.45 -2.67 -0.56
C -1.39 -3.08 0.31
C -0.37 -3.67 -0.50
H -1.38 -2.97 1.39
C -0.80 -3.63 -1.86
C -2.09 -3.01 -1.90
H -2.68 -2.82 -2.79
H -3.37 -2.17 -0.25
H 0.57 -4.10 -0.13
H -0.26 -4.02 -2.72
F 0.09 2.21 5.16
C -0.06 2.00 3.81
C 0.06 3.09 2.95
C -0.01 2.85 1.57
C -0.24 1.56 1.13
C -0.42 0.50 1.98
C -0.32 0.70 3.37
H 0.21 4.10 3.33
H 0.10 3.67 0.86
H -0.63 -0.49 1.58
H -0.47 -0.12 4.06

Properties
Total charge ... -1
E_HOMO (spin up / spin down) ... -2.45 / -2.78 eV
Relative energy (zero: lowest compared OMol25 entry of this formula, charge and spin) ... 0.0000 eV
2S+1 ... 4